(1)
The following is a DFT calculation (wB97M-V/def2-TZVPD) of one molecule with the formula C2H3N3O.

Last column: Mulliken charge in e.
Element x y z (Å)
N1 0.546 1.604 0.119  -0.55
C1 -0.055 0.333 0.065  -0.08
N2 -1.165 0.104 0.938  -0.05
O1 -1.568 -1.038 1.027  -0.34
N3 0.346 -1.899 -1.009  -0.48
C2 0.341 -0.766 -0.562  0.66
H1 -0.055 2.234 0.646  0.29
H2 0.739 1.987 -0.800  0.25
H3 0.871 -2.559 -0.423  0.30

Properties
E_HOMO: -0.3181 Ha
net charge: 0
energy relative to the best compared isomer or geometry (same formula, charge and spin): 93.6 kcal/mol
DFT total energy: -317.38321 a.u.
structure (SMILES): N=C=C(N)N=O
Kohn-Sham gap: 8.313 eV

=====

(2)
The following is a DFT calculation (wB97M-V/def2-TZVPD) of an isolated ion of composition C3H2NO3 and charge +1 at a distorted geometry.

Last column: Mulliken charge in e.
Element x y z (Å)
C1 -0.869 2.059 -0.741  0.60
C2 -1.190 3.865 1.253  0.73
C3 0.084 -0.050 -0.216  -0.11
N1 -0.800 0.750 -0.516  -0.17
O1 -1.024 2.855 -1.552  -0.20
O2 -1.325 4.944 1.504  -0.11
O3 -1.008 2.759 0.843  -0.33
H1 -0.370 -1.063 -0.168  0.30
H2 1.016 0.367 0.212  0.29

Properties
E_HOMO: -0.6130 Ha
net charge: +1
energy relative to the best compared isomer or geometry (same formula, charge and spin): 17.9 kcal/mol
DFT total energy: -395.64756 a.u.
Kohn-Sham gap: 10.805 eV

=====

(3)
The following is a DFT calculation (wB97M-V/def2-TZVPD) of C8H10Cl2F5MoNO8Te as an isolated structure at a distorted geometry.

Last column: Mulliken charge in e.
Element x y z (Å)
Mo1 0.649 0.523 -0.340  0.99
O1 1.924 -0.784 0.934  -0.13
C1 1.551 -1.043 2.302  -0.41
C2 0.049 -0.839 2.372  -0.88
N1 -0.325 0.457 1.736  0.18
C3 0.173 1.622 2.531  -0.47
C4 1.310 2.374 1.807  0.45
O2 1.903 3.294 2.215  -0.37
O3 1.468 1.768 0.585  -0.41
C5 -1.811 0.516 1.628  -0.63
C6 -2.413 1.748 0.941  0.41
O4 -3.348 2.340 1.326  -0.35
O5 -1.837 2.171 -0.264  -0.28
H1 2.693 -1.322 0.682  0.37
H2 2.114 -0.365 2.954  0.35
H3 1.786 -2.075 2.575  0.50
H4 -0.298 -0.881 3.409  0.58
H5 -0.442 -1.644 1.815  0.34
H6 0.537 1.312 3.514  0.48
H7 -0.624 2.352 2.715  0.52
H8 -2.260 0.499 2.628  0.44
H9 -2.190 -0.354 1.072  0.46
Cl1 0.630 -1.512 -4.641  -0.04
C7 1.926 -1.294 -3.426  0.21
Cl2 1.977 -2.702 -2.322  -0.09
C8 1.689 -0.123 -2.484  0.67
O6 2.304 -0.052 -1.366  -0.44
O7 0.758 0.692 -2.632  -0.44
H10 2.887 -1.216 -3.944  0.43
F1 -0.006 -1.071 -0.610  -0.32
Te1 -1.911 -0.683 -3.604  1.57
F2 -3.767 -0.385 -3.868  -0.37
F3 -2.703 -0.606 -1.721  -0.50
F4 -2.194 -1.850 -5.079  -0.39
F5 -1.487 -2.378 -2.795  -0.41
O8 -0.713 1.514 -0.646  -0.04

Properties
E_HOMO: -0.6447 Ha
net charge: +2
DFT total energy: -2722.70624 a.u.
Kohn-Sham gap: 6.831 eV

=====

(4)
The following is a DFT calculation (wB97M-V/def2-TZVPD) of a 8-piece molecular cluster, C24H48O24 overall at a distorted geometry.

Last column: Mulliken charge in e.
Element x y z (Å)
C1 -2.929 3.910 -0.751  -0.43
O1 -4.300 3.762 -0.556  -0.37
C2 -4.678 2.956 0.519  0.75
O2 -4.004 2.115 1.118  -0.50
O3 -6.035 3.121 0.744  -0.33
C3 -6.777 4.204 0.195  -0.63
H1 -2.710 4.381 -1.709  0.32
H2 -2.364 2.981 -0.671  0.00
H3 -2.548 4.553 0.042  0.38
H4 -7.674 4.298 0.807  0.25
H5 -6.998 3.994 -0.852  0.22
H6 -6.148 5.085 0.328  0.32
C4 3.286 1.477 -3.356  -0.74
O4 2.131 0.698 -3.408  -0.15
C5 1.028 1.138 -3.999  0.64
O5 0.931 2.270 -4.488  -0.61
O6 -0.042 0.246 -3.847  -0.39
C6 -0.056 -0.962 -3.100  -0.11
H7 3.688 1.780 -4.323  0.31
H8 4.055 0.860 -2.891  0.28
H9 3.213 2.441 -2.854  0.30
H10 0.306 -1.695 -3.821  0.22
H11 -1.089 -1.174 -2.823  0.33
H12 0.575 -0.996 -2.212  -0.12
C7 3.875 -1.869 5.357  -0.52
O7 3.533 -0.518 5.113  -0.32
C8 2.191 -0.156 5.106  0.76
O8 1.246 -0.815 5.468  -0.57
O9 2.095 0.947 4.445  -0.26
C9 0.854 1.675 4.519  -0.65
H13 3.959 -2.031 6.431  0.33
H14 4.848 -2.113 4.929  0.16
H15 3.189 -2.619 4.963  0.25
H16 0.650 2.090 5.506  0.32
H17 0.030 1.095 4.104  0.27
H18 0.889 2.458 3.761  0.23
C10 0.477 2.622 -0.892  -0.88
O10 -0.131 3.667 -0.179  0.00
C11 0.545 4.703 0.176  0.66
O11 1.748 4.917 -0.031  -0.63
O12 -0.356 5.494 0.763  -0.25
C12 0.127 6.724 1.455  -0.75
H19 1.517 2.450 -0.614  0.61
H20 0.420 2.818 -1.963  0.37
H21 -0.053 1.677 -0.772  0.02
H22 1.075 7.101 1.070  0.33
H23 0.134 6.612 2.539  0.27
H24 -0.576 7.520 1.207  0.26
C13 3.187 -2.649 -0.693  -0.21
O13 4.021 -1.560 -0.353  -0.31
C14 4.465 -1.525 0.988  0.80
O14 4.205 -2.326 1.837  -0.53
O15 5.478 -0.624 1.104  -0.35
C15 6.204 -0.366 2.306  -0.55
H25 3.630 -3.128 -1.566  0.29
H26 2.297 -2.070 -0.940  -0.17
H27 2.884 -3.395 0.042  0.26
H28 5.730 0.535 2.695  0.26
H29 7.264 -0.189 2.124  0.29
H30 6.167 -1.113 3.099  0.19
C16 -0.119 -4.428 -3.568  -0.27
O16 0.886 -5.388 -3.446  -0.34
C17 2.125 -5.057 -3.531  0.97
O17 2.548 -3.929 -3.677  -0.59
O18 2.878 -6.092 -3.379  -0.37
C18 4.274 -6.083 -3.766  -0.75
H31 -0.064 -3.760 -2.709  -0.08
H32 -1.045 -5.003 -3.547  0.28
H33 -0.100 -3.710 -4.388  0.34
H34 4.524 -6.960 -4.363  0.31
H35 4.926 -5.864 -2.921  0.30
H36 4.570 -5.201 -4.335  0.31
C19 -6.885 0.263 -2.663  -0.72
O19 -6.145 0.167 -1.495  -0.18
C20 -6.198 -0.822 -0.642  0.55
O20 -7.098 -1.583 -0.434  -0.57
O21 -5.006 -0.852 0.026  0.00
C21 -4.786 -1.619 1.181  -0.33
H37 -7.972 0.267 -2.577  0.32
H38 -6.436 -0.443 -3.362  0.31
H39 -6.722 1.289 -2.991  0.21
H40 -5.487 -1.514 2.008  0.31
H41 -3.787 -1.395 1.556  -0.10
H42 -4.723 -2.643 0.812  0.34
C22 -1.586 0.088 1.262  -0.79
O22 -1.059 -0.966 0.403  -0.10
C23 -0.214 -1.913 0.828  0.56
O23 0.156 -2.846 0.101  -0.59
O24 0.207 -1.594 2.104  -0.25
C24 1.027 -2.580 2.793  0.34
H43 -2.154 0.707 0.568  0.37
H44 -0.955 0.739 1.868  0.10
H45 -2.235 -0.281 2.057  0.37
H46 1.790 -3.035 2.162  0.09
H47 0.583 -3.417 3.331  0.32
H48 1.597 -2.028 3.540  -0.58

Properties
E_HOMO: -0.3850 Ha
net charge: 0
energy relative to the best compared isomer or geometry (same formula, charge and spin): 100.5 kcal/mol
DFT total energy: -2748.93718 a.u.
structure (SMILES): COC(=O)OC.COC(=O)OC.COC(=O)OC.COC(=O)OC.COC(=O)OC.COC(=O)OC.COC(=O)OC.COC(=O)OC
Kohn-Sham gap: 10.915 eV

=====

(5)
The following is a DFT calculation (wB97M-V/def2-TZVPD) of a 15-piece molecular cluster, C4H28BO22 overall at a distorted geometry.

Last column: Mulliken charge in e.
Element x y z (Å)
O1 2.941 2.258 -2.233  -0.64
C1 2.454 1.456 -1.481  0.44
O2 1.447 1.628 -0.577  -0.37
B1 1.012 0.314 -0.192  1.33
O3 2.102 -0.652 -0.630  -0.53
C2 2.895 -0.022 -1.445  0.42
O4 3.909 -0.469 -1.951  -0.56
O5 -0.313 0.165 -1.039  -0.65
C3 -1.216 -0.123 -0.172  0.53
O6 -2.395 -0.358 -0.371  -0.69
C4 -0.703 -0.001 1.293  0.43
O7 0.613 0.289 1.185  -0.34
O8 -1.346 -0.218 2.277  -0.57
O9 -0.254 5.172 -0.095  -0.67
H1 -0.106 5.509 -1.001  0.31
H2 0.400 4.456 -0.029  0.35
O10 6.197 -1.874 -2.531  -0.63
H3 5.726 -1.707 -3.354  0.30
H4 5.623 -1.641 -1.815  0.37
O11 -3.556 -1.643 -5.563  -0.65
H5 -3.806 -0.722 -5.817  0.31
H6 -3.639 -1.472 -4.610  0.35
O12 -4.174 -1.299 1.673  -0.62
H7 -3.548 -1.305 0.930  0.36
H8 -3.924 -0.680 2.315  0.28
O13 -1.196 -3.221 0.850  -0.59
H9 -1.542 -3.391 -0.039  0.31
H10 -1.991 -3.581 1.360  0.27
O14 3.343 -2.540 2.645  -0.71
H11 2.707 -2.654 3.380  0.32
H12 2.917 -2.818 1.839  0.35
O15 -2.387 1.447 4.407  -0.65
H13 -1.433 1.450 4.582  0.35
H14 -2.672 0.606 3.979  0.32
O16 3.365 0.205 3.512  -0.61
H15 4.217 0.672 3.295  0.31
H16 3.403 -0.661 3.074  0.37
O17 -4.095 0.152 -3.162  -0.69
H17 -3.372 -0.099 -2.584  0.40
H18 -4.668 0.729 -2.636  0.28
O18 0.745 2.319 3.915  -0.72
H19 1.320 1.530 3.760  0.39
H20 0.253 2.410 3.050  0.34
O19 -7.259 -1.380 0.086  -0.65
H21 -6.659 -1.184 0.797  0.34
H22 -6.606 -1.432 -0.631  0.31
O20 -1.146 2.673 1.685  -0.49
H23 -1.994 2.464 2.152  0.27
H24 -1.267 3.488 1.207  0.22
O21 5.204 1.604 -4.264  -0.60
H25 4.416 2.070 -3.833  0.36
H26 5.148 1.923 -5.171  0.29
O22 1.845 -3.615 -0.718  -0.66
H27 2.195 -2.725 -0.720  0.42
H28 0.871 -3.503 -0.584  0.31

Properties
E_HOMO: -0.3072 Ha
net charge: -1
energy relative to the best compared isomer or geometry (same formula, charge and spin): 22.7 kcal/mol
DFT total energy: -1849.71063 a.u.
Kohn-Sham gap: 10.364 eV

=====

(6)
The following is a DFT calculation (wB97M-V/def2-TZVPD) of one molecule with the formula C14H11NO3S at a distorted geometry.

Last column: Mulliken charge in e.
Element x y z (Å)
O1 4.539 -0.316 3.119  -0.63
O2 1.020 0.883 -2.588  -0.56
S1 -1.894 0.763 1.930  -0.27
O3 4.623 -0.397 0.900  -0.47
C1 3.880 -0.214 2.039  0.41
C2 0.082 0.793 -1.824  0.43
C3 -0.271 0.366 1.816  0.36
C4 0.275 -0.074 3.077  -0.79
C5 1.676 -0.302 3.205  -0.56
C6 2.450 -0.043 1.998  0.19
C7 1.860 0.388 0.858  -0.23
C8 -3.682 -1.063 -2.137  -0.23
C9 -2.782 -1.561 -1.124  -0.88
C10 -3.340 -0.169 -3.128  -0.72
C11 -1.556 -0.902 -1.030  0.00
C12 -1.958 0.293 -3.060  -0.25
C13 -1.122 -0.087 -2.040  0.47
N1 0.523 0.600 0.720  0.23
C14 0.189 1.503 -0.461  -0.93
H1 5.587 -0.387 1.089  0.36
H2 -0.500 -0.236 3.846  0.40
H3 2.069 -0.622 4.161  0.46
H4 2.478 0.415 -0.048  0.55
H5 -4.646 -1.498 -2.075  0.36
H6 -3.093 -2.318 -0.401  0.37
H7 -4.096 0.088 -3.907  0.35
H8 -0.841 -1.203 -0.246  0.45
H9 -1.683 1.092 -3.800  0.30
H10 -0.816 1.922 -0.443  0.45
H11 1.031 2.284 -0.448  0.41

Properties
E_HOMO: -0.3024 Ha
net charge: 0
energy relative to the best compared isomer or geometry (same formula, charge and spin): 46.7 kcal/mol
DFT total energy: -1218.70234 a.u.
structure (SMILES): O=C(O)c1ccc(=S)n(CC(=O)c2ccccc2)c1
Kohn-Sham gap: 7.751 eV

=====

Question: Which value of DFT total energy does entry 1 give?
Answer: -317.38321 a.u.

=====

Question: Look up the net charge of the first one.
Answer: 0

=====

Question: Which value of Kohn-Sham gap does entry 3 give?
Answer: 6.831 eV